[1]
Entry from OMol25: a 2-piece molecular cluster, H2N2O4S overall in a non-equilibrium geometry (ωB97M-V/def2-TZVPD).

Computed properties:
Lowest unoccupied orbital energy (alpha / beta) ... 6.63 / 6.63 eV
Energy ... -809.7504 a.u.
Energy relative to the best compared isomer or geometry (same formula, charge and spin) ... 42.5 kJ/mol
2S+1 ... 1
Charge ... -2
HOMO (alpha / beta) ... 0.0734 / 0.0732 Ha

Each line ends with the natural charge from an NBO analysis.
Atoms and positions in Å:
1 N -2.89 -0.08 0.10  -0.3718
2 N 0.04 0.62 -0.21  -1.1271
3 O -3.77 -0.95 -0.25  -0.5901
4 O 2.49 0.84 -0.09  -1.0921
5 O 1.49 -0.88 1.34  -1.0388
6 O 1.59 -1.05 -1.18  -1.0382
7 S 1.51 -0.26 0.01  2.4835
8 H 0.40 1.46 0.20  0.3548
9 H -0.87 0.29 0.08  0.4198

---

[2]
Entry from OMol25: an isolated ion of composition C3H5FO3P and charge -1 in a non-equilibrium geometry (ωB97M-V/def2-TZVPD).

Computed properties:
Lowest unoccupied orbital energy (alpha / beta) ... 3.61 / 3.79 eV
Energy ... -784.2548 a.u.
Energy relative to the best compared isomer or geometry (same formula, charge and spin) ... 472.2 kJ/mol
2S+1 ... 1
Charge ... -1
HOMO (alpha / beta) ... -0.0929 / -0.1917 Ha

Each line ends with the natural charge from an NBO analysis.
Atoms and positions in Å:
1 C -0.30 -0.42 0.51  -0.5292
2 C 0.87 0.48 0.07  -0.0649
3 C -0.26 -1.52 -0.59  0.2306
4 O 4.36 -0.77 0.81  -1.1347
5 O 3.38 0.55 -1.30  -1.1501
6 O 2.01 0.17 0.89  -0.8174
7 F -0.83 -2.67 -0.10  -0.3910
8 P 3.27 -0.36 -0.15  1.9409
9 H 0.03 -0.79 1.38  0.2379
10 H -1.14 0.25 0.52  0.1948
11 H 1.05 0.36 -0.95  0.1923
12 H 0.54 1.49 0.25  0.1502
13 H -0.59 -1.51 -1.69  0.1408

---

[3]
Entry from OMol25: one molecule with the formula C3H6 in a non-equilibrium geometry (ωB97M-V/def2-TZVPD).

Computed properties:
Lowest unoccupied orbital energy ... 1.29 eV
Energy ... -117.8415 a.u.
Energy relative to the best compared isomer or geometry (same formula, charge and spin) ... 80.0 kJ/mol
2S+1 ... 1
Structure (SMILES) ... C=CC
Charge ... 0
HOMO ... -0.3557 Ha

Each line ends with the natural charge from an NBO analysis.
Atoms and positions in Å:
1 C -1.21 -0.17 0.06  -0.6668
2 C 0.21 0.49 0.06  -0.1738
3 C 1.39 -0.15 0.12  -0.4187
4 H -1.01 -0.87 -0.77  0.2281
5 H -1.64 -0.52 1.00  0.2312
6 H -1.96 0.62 -0.29  0.2101
7 H 0.21 1.58 -0.05  0.1976
8 H 1.66 -1.32 -0.12  0.1951
9 H 2.34 0.36 -0.01  0.1973

---

[4]
Entry from OMol25: an isolated ion of composition C6H6NO2P2 and charge -1 in a non-equilibrium geometry (ωB97M-V/def2-TZVPD).

Computed properties:
Lowest unoccupied orbital energy ... 3.53 eV
Energy ... -1120.2051 a.u.
Energy relative to the best compared isomer or geometry (same formula, charge and spin) ... 0.0 kJ/mol
2S+1 ... 1
Charge ... -1
HOMO ... -0.1311 Ha

Each line ends with the natural charge from an NBO analysis.
Atoms and positions in Å:
1 C 0.06 -1.63 0.12  -0.1675
2 C -0.02 -2.02 1.45  -0.3526
3 C 0.13 -0.36 -0.42  -0.1649
4 C 0.06 -1.05 2.51  0.1439
5 C 0.21 0.69 0.50  -0.7836
6 C 0.23 -0.13 -1.91  -0.6302
7 N -1.23 3.06 -0.66  -1.2147
8 O -0.15 -1.24 3.72  -0.7116
9 O 1.33 3.00 -1.01  -1.0444
10 P 0.12 2.35 -0.45  2.0389
11 P 0.15 0.69 2.14  0.5190
12 H -0.05 -2.41 -0.60  0.1783
13 H -0.03 -3.05 1.56  0.1967
14 H 1.42 -0.11 -2.25  0.1997
15 H -0.26 0.76 -2.32  0.2154
16 H -0.12 -1.08 -2.31  0.2157
17 H -1.86 2.55 -0.08  0.3621

---

[5]
Entry from OMol25: a 5-piece molecular cluster, C20H25F15O10 overall in a non-equilibrium geometry (ωB97M-V/def2-TZVPD).

Computed properties:
Lowest unoccupied orbital energy ... -0.09 eV
Energy ... -3027.2861 a.u.
Energy relative to the best compared isomer or geometry (same formula, charge and spin) ... 786.6 kJ/mol
2S+1 ... 1
Structure (SMILES) ... CCOC(=O)C(F)(F)F.CCOC(=O)C(F)(F)F.CCOC(=O)C(F)(F)F.CCOC(=O)C(F)(F)F.CCOC(=O)C(F)(F)F
Charge ... 0
HOMO ... -0.4211 Ha

Each line ends with the natural charge from an NBO analysis.
Atoms and positions in Å:
1 C -1.37 -1.13 -3.20  -0.6231
2 C -0.52 -0.70 -4.31  -0.0839
3 O 0.18 0.44 -3.72  -0.5319
4 C 0.68 1.53 -4.52  0.7073
5 O 0.71 1.59 -5.73  -0.4929
6 C 1.16 2.58 -3.51  0.9018
7 F 0.13 3.20 -2.93  -0.2911
8 F 2.14 2.08 -2.65  -0.2999
9 F 1.79 3.62 -4.23  -0.3326
10 H -1.80 -2.25 -3.37  0.2144
11 H -2.11 -0.48 -2.84  0.2172
12 H -0.80 -1.41 -2.33  0.2265
13 H -1.19 -0.40 -5.11  0.1980
14 H 0.12 -1.52 -4.65  0.1926
15 C -4.50 -0.52 4.81  -0.6343
16 C -4.84 0.35 3.51  -0.0717
17 O -4.30 -0.07 2.37  -0.4544
18 C -4.08 0.77 1.34  0.6714
19 O -4.20 2.04 1.48  -0.5555
20 C -3.83 0.22 -0.08  0.9261
21 F -4.98 0.12 -0.86  -0.3060
22 F -2.89 0.88 -0.59  -0.2535
23 F -3.39 -1.18 0.05  -0.3644
24 H -3.37 -0.66 5.07  0.2304
25 H -5.15 -1.51 4.92  0.2141
26 H -5.02 0.08 5.59  0.2183
27 H -4.54 1.29 3.73  0.1976
28 H -5.90 0.24 3.51  0.1850
29 C -0.69 -1.63 2.19  -0.6559
30 C 0.44 -2.22 1.38  -0.1097
31 O 1.57 -1.36 1.43  -0.4785
32 C 1.84 -0.58 0.41  0.6985
33 O 1.21 -0.44 -0.56  -0.5284
34 C 3.07 0.20 0.71  0.8972
35 F 3.48 0.68 -0.57  -0.3478
36 F 2.87 1.32 1.39  -0.2952
37 F 4.11 -0.47 1.25  -0.2886
38 H -1.66 -2.42 2.25  0.2341
39 H -1.18 -0.73 1.70  0.2102
40 H -0.47 -1.21 3.25  0.2345
41 H 0.04 -2.42 0.36  0.2161
42 H 0.77 -3.35 1.81  0.2095
43 C 0.09 3.39 0.11  -0.6123
44 C -0.78 3.55 1.22  -0.0798
45 O -0.58 2.66 2.19  -0.4496
46 C -1.09 2.83 3.39  0.6734
47 O -1.98 3.70 3.67  -0.5410
48 C -0.55 1.89 4.47  0.9054
49 F -0.46 2.60 5.68  -0.3109
50 F -1.39 0.84 4.76  -0.3275
51 F 0.60 1.29 4.16  -0.2947
52 H 0.05 4.33 -0.56  0.2302
53 H -0.13 2.47 -0.56  0.2118
54 H 1.08 3.22 0.48  0.2242
55 H -1.81 3.30 1.04  0.1965
56 H -0.60 4.40 1.45  0.1739
57 C 3.92 -1.14 -3.92  -0.6152
58 C 3.03 -2.01 -2.98  -0.1201
59 O 3.66 -2.27 -1.73  -0.4589
60 C 3.75 -3.48 -1.36  0.6709
61 O 3.10 -4.35 -1.81  -0.5261
62 C 4.57 -3.58 -0.15  0.9027
63 F 5.17 -4.83 -0.07  -0.3164
64 F 5.62 -2.67 -0.13  -0.3081
65 F 3.80 -3.49 0.99  -0.3052
66 H 3.31 -0.88 -4.96  0.2227
67 H 4.87 -1.80 -4.11  0.2009
68 H 4.47 -0.39 -3.56  0.2191
69 H 2.58 -2.84 -3.67  0.2232
70 H 2.24 -1.32 -2.80  0.2097

---

[6]
Entry from OMol25: C7H10O2 as an isolated structure in a non-equilibrium geometry (ωB97M-V/def2-TZVPD).

Computed properties:
Lowest unoccupied orbital energy ... 0.33 eV
Energy ... -422.8024 a.u.
Energy relative to the best compared isomer or geometry (same formula, charge and spin) ... 1043.6 kJ/mol
2S+1 ... 1
Charge ... 0
HOMO ... -0.3053 Ha

Each line ends with the natural charge from an NBO analysis.
Atoms and positions in Å:
1 C -0.90 -2.14 -0.45  -0.6778
2 C -0.09 -1.05 -0.08  -0.0194
3 C 0.54 -0.74 1.08  -0.2440
4 C 0.72 0.72 0.94  0.2698
5 C 1.01 0.81 -0.58  -0.4308
6 C -0.45 0.33 -0.55  0.1169
7 C -0.89 1.24 0.51  -0.4348
8 H -2.10 -2.00 0.16  0.2413
9 H -1.33 -1.65 -1.86  0.2829
10 H -0.13 -3.19 -0.33  0.2486
11 H 1.14 -1.24 1.79  0.2289
12 H 2.20 2.10 2.03  0.4916
13 H 1.40 1.76 -1.29  0.2129
14 H 2.00 0.07 -0.45  0.2262
15 H -0.74 0.75 -2.72  0.4875
16 H -1.71 0.52 0.99  0.2162
17 H -1.09 2.40 0.45  0.2464
18 O 1.42 1.27 2.12  -0.7432
19 O -1.00 0.03 -1.78  -0.7191

---

> Among the records above, which one has the highest energy relative to the best compared isomer or geometry (same formula, charge and spin)?

C7H10O2

---

> Which of these has the lowest energy relative to the best compared isomer or geometry (same formula, charge and spin)?

C6H6NO2P2

---

> Which value of energy relative to the best compared isomer or geometry (same formula, charge and spin) does entry 3 give?

80.0 kJ/mol